No. 1
44
Properties=species:S:1:pos:R:3:forces:R:3 method="wB97M-V/def2-TZVPD" multiplicity=1 e_above_lowest_kcal_mol=0.0 lumo_energy_ha=0.091 total_charge=-1 total_energy_ev=-145630.7523 gap_ev=7.84
H -0.451 1.083 2.932 0.01 0.01 0.00
H -2.539 -4.902 3.027 0.00 0.00 0.00
C -1.246 -1.711 1.247 0.02 -0.04 0.00
C 2.156 0.282 0.931 0.01 -0.01 0.01
S 2.077 3.358 -1.429 -0.05 -0.02 -0.02
H 2.381 -0.112 -0.051 0.00 0.01 0.01
H 2.087 -2.809 -4.092 0.00 0.00 0.00
C -2.916 -3.440 1.502 0.00 0.02 -0.01
H 0.423 -1.844 2.591 0.00 -0.01 0.00
N -1.206 4.238 -3.038 -0.07 -0.14 0.08
C -2.454 -2.293 0.871 0.00 0.00 -0.01
H -0.400 -3.871 3.722 0.00 0.00 0.00
N -5.309 5.540 -4.066 -0.01 0.01 0.00
C 0.967 -2.164 -0.971 -0.02 0.00 0.02
C 3.197 0.683 1.761 0.00 0.01 0.00
H 3.741 1.511 3.663 0.00 0.00 0.00
S -0.777 0.919 -3.025 -0.21 0.02 -0.01
C -0.979 -3.431 2.919 -0.02 -0.01 0.00
C 0.576 0.950 2.608 -0.04 -0.01 -0.02
H 1.393 1.758 4.414 0.00 0.00 0.00
C -0.515 -2.289 2.281 0.00 0.04 -0.02
S 0.341 5.034 0.733 0.03 0.05 0.00
C 0.838 0.398 1.354 0.04 0.00 -0.03
H 1.011 -2.564 0.035 0.00 -0.01 0.01
C 0.238 -0.998 -1.207 -0.01 -0.03 0.00
C -2.179 -4.011 2.529 0.01 -0.01 0.02
S 2.048 3.931 0.569 0.02 -0.01 0.08
C 1.631 -2.824 -1.990 0.00 -0.01 0.00
C -2.141 4.428 -3.723 0.08 0.19 0.00
C 0.860 -1.152 -3.530 0.01 -0.01 0.02
As -0.702 -0.103 0.260 0.00 0.00 0.03
H -3.039 -1.844 0.076 -0.01 -0.01 0.00
H 2.187 -3.729 -1.780 0.00 0.00 0.00
S -1.149 3.599 0.569 -0.06 -0.10 -0.03
C 2.929 1.197 3.019 0.00 0.01 0.00
C -4.241 5.135 -4.250 -0.01 0.00 0.01
H 4.219 0.600 1.413 0.00 0.00 0.00
C 1.572 -2.310 -3.280 -0.01 0.01 0.01
In -0.334 2.865 -1.618 0.18 0.06 -0.13
C 1.612 1.333 3.442 0.01 0.01 0.00
H -3.856 -3.883 1.195 0.00 0.00 0.00
H 0.819 -0.742 -4.530 0.00 0.00 0.00
N -3.049 4.666 -4.577 -0.01 -0.09 -0.04
C 0.180 -0.482 -2.506 0.08 0.04 0.03

***

No. 2
102
Properties=species:S:1:pos:R:3:forces:R:3 method="wB97M-V/def2-TZVPD" multiplicity=2 e_above_lowest_kcal_mol=0.0 lumo_energy_ha="-0.228 / -0.295" total_charge=+2 total_energy_ev=-63471.5246 s_squared=0.79 gap_ev="6.98 / 5.20"
H -5.161 2.186 0.660 -0.01 0.00 0.02
C 3.560 -0.459 2.944 -0.18 0.08 0.07
C 0.460 -1.546 -1.390 -0.04 0.15 0.07
H 3.729 0.577 2.648 0.05 -0.01 -0.02
C -2.671 -5.317 1.147 -0.02 -0.01 0.01
C -1.355 -1.852 1.379 0.11 0.20 0.15
H -0.648 3.608 1.821 0.04 0.00 0.03
H 2.900 1.421 -4.392 0.00 -0.01 0.00
H 4.531 -0.929 3.088 0.00 -0.02 0.01
C 3.396 -1.261 0.546 0.10 -0.02 -0.02
H 0.755 3.141 -4.146 0.01 -0.01 0.01
C 2.364 -2.622 2.396 -0.16 -0.01 0.02
H 1.936 4.487 -0.841 -0.02 0.00 0.02
F -4.960 -6.746 -0.073 -0.01 0.00 0.02
C -4.515 -3.811 1.538 0.00 -0.02 0.02
H 2.095 2.675 -0.289 -0.04 -0.02 -0.01
C -0.070 -3.591 -2.547 0.01 -0.07 -0.04
H -2.742 5.902 0.131 0.00 0.00 0.00
F -6.236 -5.928 1.474 0.01 -0.01 0.00
H -3.998 -1.744 1.779 0.00 0.01 -0.02
Ir 0.690 0.428 0.747 0.81 0.20 -0.13
C 3.370 -0.902 -1.895 0.06 -0.09 -0.01
C 0.485 3.287 -1.996 -0.02 -0.08 0.06
C 2.718 -0.342 -3.149 -0.06 0.03 0.03
C -0.605 -0.903 1.310 -0.11 -0.22 0.03
C -1.788 -4.256 1.198 -0.03 0.03 0.03
C 2.710 -1.008 -0.654 -0.30 0.12 -0.17
H 1.696 -0.041 -2.907 0.00 -0.04 -0.03
O 2.303 1.832 0.143 0.15 0.08 0.05
C -1.202 4.744 -0.807 -0.02 -0.03 0.01
H -4.618 1.076 -0.593 0.01 0.02 -0.01
C -0.058 3.253 -3.429 -0.03 0.01 -0.02
H 2.423 4.109 -2.507 0.02 -0.01 0.00
F -4.612 -7.262 1.998 -0.01 0.00 -0.01
H 6.434 -1.879 -0.819 0.00 -0.01 0.00
C -4.604 1.266 0.482 -0.02 0.00 0.00
H 0.935 2.303 -1.815 -0.02 0.04 -0.05
C 2.735 -1.222 1.915 0.36 -0.10 -0.25
H -1.205 3.845 3.506 -0.01 0.01 -0.01
H -2.308 -6.324 0.990 0.00 0.00 -0.02
H 3.276 -3.195 2.569 0.02 0.02 -0.02
C -1.246 0.302 -1.388 0.13 -0.01 0.02
H 5.262 -1.165 -2.854 0.01 0.01 0.00
H 3.576 1.634 -2.766 -0.02 0.00 0.01
H -0.758 2.428 -3.576 -0.01 0.00 0.02
H 1.801 -2.578 3.328 0.01 0.00 0.00
H 1.808 -3.213 -1.586 0.00 0.00 0.02
H 1.740 -0.693 1.858 -0.13 0.08 0.23
H -0.764 5.604 -1.294 0.00 0.01 0.00
H 0.213 -4.588 -2.858 -0.01 -0.01 0.01
C -1.698 -1.823 -2.475 0.07 0.11 0.08
H -3.842 3.960 1.154 0.01 0.01 0.01
C -3.163 1.419 2.550 0.03 0.06 0.00
N -0.683 1.093 -0.544 -0.38 0.11 0.25
C 4.720 -1.224 -1.920 0.01 -0.08 0.01
H 2.056 -2.216 -4.076 0.00 -0.01 0.04
H -5.145 0.457 0.974 0.01 -0.02 -0.01
C 0.498 2.592 3.322 0.20 -0.01 0.02
C 0.903 2.550 4.755 -0.05 0.04 -0.01
O 0.907 1.705 2.563 -0.61 -0.37 -0.10
H 3.679 -1.707 -4.534 -0.01 0.00 -0.02
C -3.174 1.353 1.022 0.01 -0.04 -0.06
H 5.286 -1.870 1.347 0.02 -0.02 -0.01
H -2.114 0.701 -1.908 0.01 -0.03 -0.07
H -2.143 1.415 2.939 0.02 -0.02 -0.01
C 4.735 -1.611 0.453 -0.08 0.11 0.12
C 0.832 -2.824 -1.841 -0.03 0.07 0.02
H -3.672 0.549 2.968 -0.02 0.00 0.01
C -0.338 3.723 2.855 -0.01 0.04 -0.01
H -2.034 -3.718 -3.412 0.01 0.00 -0.02
C -4.033 -5.089 1.306 -0.01 0.00 -0.04
H 0.258 4.634 2.965 -0.01 0.01 0.00
H 2.897 2.036 0.877 0.04 0.01 -0.05
H 1.237 3.531 5.095 0.00 0.00 0.00
H 4.447 0.699 -3.980 0.01 0.00 0.02
C -2.441 2.528 0.401 -0.03 0.05 0.01
H 1.663 1.795 4.932 0.01 0.00 -0.01
H -2.670 -1.429 -2.747 0.00 0.01 0.00
C 3.455 0.929 -3.592 0.02 0.04 0.02
H 0.010 2.307 5.339 0.01 -0.01 0.02
N 1.304 -0.801 -0.611 -0.21 -0.19 -0.10
H 3.049 -0.460 3.907 -0.01 0.01 -0.01
C 5.387 -1.613 -0.770 0.02 0.02 -0.09
C -2.264 -2.957 1.411 -0.05 -0.06 -0.03
C -1.336 -3.102 -2.862 -0.02 -0.07 -0.03
C -2.942 3.818 0.569 -0.06 -0.04 -0.04
C -1.280 2.404 -0.366 0.21 -0.01 -0.10
H -5.574 -3.650 1.679 0.00 0.00 -0.01
C -3.631 -2.745 1.592 0.03 -0.03 0.00
H -0.587 4.179 -3.658 0.01 0.01 0.00
H 2.278 -0.875 -5.198 0.00 0.01 0.00
H -3.670 2.312 2.919 -0.01 0.00 -0.01
C 2.675 -1.349 -4.300 0.06 0.01 -0.01
H 1.764 -3.150 1.655 -0.01 0.02 -0.01
H -2.659 0.434 0.745 -0.02 -0.01 0.03
H 1.213 5.333 -2.181 -0.01 0.00 -0.01
C 1.575 4.354 -1.868 0.01 0.02 0.00
C -4.974 -6.262 1.183 0.01 0.02 0.02
C -0.831 -1.039 -1.721 0.14 -0.13 0.04
C -2.327 4.912 -0.011 0.03 0.00 -0.03
C -0.659 3.481 -1.012 -0.01 0.08 0.07
H -0.725 -4.422 1.083 0.00 0.00 -0.02

***

No. 3
90
Properties=species:S:1:pos:R:3:forces:R:3 method="wB97M-V/def2-TZVPD" multiplicity=1 lumo_energy_ha=-0.128 total_charge=+1 total_energy_ev=-149748.2508 gap_ev=8.58
O 1.307 -0.258 3.318 -0.67 -0.23 -0.45
H 2.901 -3.640 0.533 0.17 0.03 -0.25
H 2.149 1.467 2.676 0.12 0.19 -0.21
H -2.453 1.310 3.575 0.25 -0.04 0.40
H -2.279 0.678 -1.200 0.14 0.43 0.05
C -4.209 1.411 2.394 0.22 0.01 -0.14
C 1.129 -1.001 0.984 -1.35 0.68 0.23
H 2.483 -4.149 2.816 0.23 0.23 0.09
C 1.458 1.318 -1.041 -0.07 0.32 -0.77
H 3.751 0.084 1.093 -0.33 -0.08 -0.27
H -0.184 -1.317 -3.982 -0.01 -0.32 0.00
Cl -4.276 7.335 -2.234 0.00 -0.03 0.02
H 0.842 -0.090 -3.371 0.15 0.01 -0.05
C 1.139 -5.461 1.788 0.25 0.17 -0.69
H -1.273 1.393 -3.073 -0.27 0.05 0.20
C -2.397 6.343 -3.952 0.10 0.07 -0.07
H 2.197 -7.315 1.364 -0.08 -0.25 -0.14
H -2.917 -1.405 3.675 -0.06 -0.29 -0.05
O 0.626 -5.883 -1.052 -0.18 0.26 0.34
H -0.891 0.918 -4.693 0.00 0.14 -0.18
C -2.044 -0.114 -0.501 -0.69 -0.55 0.24
S 4.449 -1.751 3.108 -0.04 -0.06 -0.20
P 3.775 -1.281 1.380 0.65 -0.31 0.97
F 3.136 5.320 0.158 0.44 -0.52 -0.35
H -2.524 -2.319 -0.693 0.42 -0.13 -0.04
H -3.517 -0.955 2.052 0.00 -0.32 -0.15
C 3.635 4.723 -0.932 -0.08 0.77 -0.90
C 1.261 0.868 2.464 0.81 -0.03 1.00
C -1.198 0.533 -3.725 0.65 -0.26 -0.47
F 3.762 1.793 -0.709 -0.13 -0.08 -0.02
O -1.513 -0.569 2.435 0.17 0.28 -0.47
H 0.272 -5.367 1.139 -0.26 -0.04 0.07
C -2.563 7.123 -2.675 0.04 0.06 0.04
F 2.149 0.184 -1.380 -0.15 -0.05 0.22
H -2.149 0.044 -3.891 -0.32 0.12 0.23
F 0.901 1.756 -2.195 0.15 0.10 0.47
N 2.108 -1.831 1.073 0.30 0.39 -0.15
C -2.743 -1.334 -1.074 -0.69 0.09 -0.75
H -2.139 8.118 -2.799 -0.01 0.01 -0.05
C -2.862 -0.667 2.875 0.05 0.32 0.73
H 3.199 -5.890 1.240 0.27 -0.01 -0.08
F 2.424 2.785 0.657 -0.28 -0.05 -0.06
H -4.101 -2.144 -2.440 -0.46 -0.06 0.02
C -0.525 -0.298 -0.376 0.53 -0.85 -0.98
Cl -1.269 3.312 -1.125 0.04 -0.15 0.22
C 1.620 -4.059 2.165 -0.30 -0.45 0.01
F 3.738 5.664 -1.901 0.02 -0.45 0.63
H -4.720 2.264 2.824 -0.12 0.09 0.14
H 0.828 -3.600 2.744 -0.03 0.28 0.10
C -1.082 -1.687 1.695 -0.11 -0.32 1.08
O 0.069 3.415 1.412 0.40 0.01 -0.37
H -2.987 6.766 -4.760 -0.08 -0.03 0.02
H -1.350 6.344 -4.250 0.02 -0.03 0.04
F 1.442 4.278 -1.586 0.55 -0.41 -0.11
N 2.041 0.154 4.542 0.37 0.65 0.35
O 0.007 -2.429 -1.679 -0.49 0.05 0.84
C -0.156 -0.501 -3.262 -0.85 0.24 0.16
B -0.236 -1.087 -1.797 0.63 0.28 -0.73
H -4.098 -0.277 -2.280 0.06 0.06 -0.48
O 3.030 -5.371 -1.278 -0.36 0.61 0.26
P -0.827 2.323 0.609 -0.67 -0.31 0.43
H 0.817 -6.009 2.661 0.06 -0.07 0.27
H 4.432 -1.895 0.305 -0.32 0.07 -0.21
H -2.527 0.085 0.450 0.18 0.39 0.16
S 2.115 -6.331 -0.737 1.65 -0.72 -0.70
C 1.942 -3.277 0.892 0.42 -0.76 0.53
F 4.852 4.229 -0.706 -0.56 0.16 0.24
H -3.608 1.787 1.569 0.09 0.05 -0.14
N 1.257 0.394 1.081 0.63 -0.10 0.09
N -0.167 -1.314 0.661 0.11 -0.04 -0.70
C -3.322 0.684 3.406 -0.36 0.26 -0.73
H -1.943 -2.237 1.328 -0.11 0.08 -0.50
C 2.542 2.384 -0.621 0.92 -0.19 -0.15
H -2.063 6.634 -1.844 -0.03 -0.04 0.01
F 3.086 3.314 -2.743 -0.45 0.04 0.67
H 0.423 -6.222 -1.933 -0.18 -0.17 -0.22
H -0.388 3.651 2.224 -0.14 0.23 0.16
H 1.226 -3.511 0.112 -0.32 0.56 -0.15
O 2.293 -7.674 -1.192 -0.48 -0.14 0.19
C 2.640 3.648 -1.508 0.09 0.63 -0.06
H 0.396 1.458 2.741 -0.37 -0.05 -0.41
H -0.571 -2.370 2.367 0.20 -0.10 0.04
C 2.209 -6.283 1.038 -0.62 0.23 0.55
H -0.354 -2.897 -2.433 0.45 -0.17 -0.46
H -4.944 0.741 1.961 -0.29 -0.07 0.06
Cl -2.883 4.635 -3.762 -0.03 -0.03 -0.06
C 0.416 0.962 0.022 -0.52 0.18 0.26
O 1.349 0.130 5.452 0.03 -0.42 0.05
H -3.871 0.557 4.331 0.04 -0.05 0.29
C -3.704 -1.244 -2.004 0.86 -0.02 0.95

***

No. 4
53
Properties=species:S:1:pos:R:3:forces:R:3 method="wB97M-V/def2-TZVPD" multiplicity=4 e_above_lowest_kcal_mol=0.0 lumo_energy_ha="-0.034 / -0.034" total_energy_ev=-135227.5586 s_squared=3.75 gap_ev="7.08 / 7.09"
O 1.036 -2.950 0.218 0.88 2.33 -0.24
O -0.718 -4.329 -4.384 0.61 1.74 -0.22
O -0.969 -2.946 -2.676 -0.43 0.40 0.86
C 1.738 -1.878 0.433 -0.60 -1.16 -0.01
H -2.323 5.188 -2.192 0.35 0.54 0.01
H -0.220 0.430 4.783 0.00 -0.74 -0.67
C -1.941 4.182 -2.182 -0.20 0.39 1.49
H 0.809 -2.370 -5.257 -0.66 -0.49 0.99
H 2.185 -3.935 2.209 0.35 0.50 -0.13
H -1.960 -3.332 3.426 0.18 0.93 0.10
H 4.765 -2.064 4.754 0.34 0.30 0.14
H -0.907 -1.923 5.217 0.20 -0.22 0.05
I -2.983 -2.986 0.632 0.21 0.46 -0.19
C -0.491 -3.259 -3.822 0.01 -1.65 -0.80
C -1.675 -2.277 3.237 0.06 -0.32 0.23
C 4.140 -1.992 3.883 -0.13 1.79 -0.59
C 3.916 -0.775 3.190 1.53 -0.19 1.59
H -0.481 1.337 2.485 -0.02 0.10 -0.08
Br 4.935 0.721 3.755 -0.10 0.17 0.13
C 3.133 -0.672 2.087 0.09 0.54 -0.36
H -2.584 4.232 0.964 0.87 -0.07 -0.61
C -1.666 4.352 0.304 -1.44 0.44 1.69
C 2.733 -3.015 2.452 -0.28 0.27 -0.82
C -1.583 2.167 -0.933 -0.13 0.11 -0.62
O -0.490 0.515 -2.209 -0.47 -0.66 -0.36
C -1.801 1.448 0.272 1.23 -1.37 0.68
H -1.376 0.636 -4.651 0.51 0.92 -0.16
C -0.846 0.349 2.721 -0.37 -1.69 -0.39
N 3.547 -3.084 3.513 -1.23 -1.04 -0.67
N -1.613 0.156 0.444 -0.29 1.00 -1.57
H 1.988 -2.351 -3.190 0.16 0.09 -0.06
C -0.605 -0.224 3.971 -0.37 1.23 0.12
H -1.649 5.438 0.117 0.39 -0.44 -0.14
C -1.362 2.391 -3.399 0.18 -1.11 0.42
C -1.162 1.600 -2.150 0.40 1.34 -1.19
C -1.505 -0.412 1.698 -0.30 0.11 1.65
C -1.011 -1.516 4.225 -0.73 -0.67 -0.49
H -1.837 2.163 -5.493 0.61 -0.25 0.81
C -1.769 3.568 -0.942 -0.57 0.33 -2.12
O -0.532 3.862 1.044 -0.63 -0.44 -0.38
C 2.555 -1.843 1.661 -0.20 -1.68 0.88
Nd -0.346 -1.459 -1.177 -0.54 -0.18 -0.43
H -0.136 1.860 -5.146 0.34 -0.07 0.20
C -1.985 -1.743 1.985 1.37 1.28 0.68
H 0.011 4.570 1.350 0.43 0.85 0.24
N 0.354 -2.222 -4.337 0.34 -0.22 -1.63
H -2.040 2.089 1.118 -0.21 -0.37 0.22
H 1.696 -0.809 -3.751 -0.87 -1.00 0.51
N 1.246 -1.681 -3.385 0.45 0.81 0.33
N -1.806 3.615 -3.393 -0.03 -0.45 0.53
O 1.719 -0.835 -0.320 0.14 -1.18 0.77
H 2.996 0.283 1.574 0.05 -0.47 0.04
C -1.130 1.730 -4.734 -1.47 -0.82 -0.40